Computed, not measured: a structure of composition C31H32F5N3O5PdSSb in a non-equilibrium geometry, with wB97M-V/def2-TZVPD.

* charge: +1
* gap between HOMO and LUMO (alpha / beta): 6.161 / 4.622 eV
* spin multiplicity: 5

Cartesian coordinates (Å):
Sb 1.543547 0.551653 -1.305136
Pd -0.782113 -0.352091 -0.294419
S 0.403951 -2.534488 2.103686
F -2.311722 5.776984 1.329610
F -0.887353 4.242892 -0.460084
F -3.420059 1.980428 3.848839
F -2.819527 4.626964 3.827080
F -1.531950 0.580767 2.506628
O 0.355831 -3.670831 1.239720
O -2.951897 -0.074418 -0.187067
O 2.457868 0.310881 0.560520
O -0.730055 -2.320977 2.998092
O -0.290307 1.699255 0.308723
N -2.251163 -4.156570 -0.605271
N 0.738317 -1.187351 0.982881
N -1.388746 -2.177425 -0.926525
C -4.804278 -1.218447 2.646529
C 2.880956 -0.940035 -2.398087
C 2.032962 -2.413763 2.809309
C -2.479437 3.088885 -3.673413
C 2.522747 -3.071507 3.895482
C -4.625275 -2.650386 2.632890
C -1.930269 1.775293 1.967377
C -1.217038 -4.308136 -1.489596
C 4.071988 -1.178327 2.575337
C -3.389037 -0.863774 0.755607
C -4.259037 -0.386165 1.750622
C 3.805223 -2.862528 4.331628
C -2.679111 3.881762 2.705095
C 1.827365 3.402824 -2.437907
C -0.673209 -3.042819 -1.678513
C -1.748374 1.974441 -2.976625
C -1.514298 0.652045 -3.590242
C -3.129306 -2.286323 0.800192
C -2.235411 4.437588 1.505023
C 2.763104 -1.405634 2.191874
C -2.329689 -2.859490 -0.243883
C -1.251081 2.341090 0.890411
C 2.579512 3.232126 0.011209
C -2.731097 2.513893 2.792090
C 1.954538 -0.724871 1.208270
C 2.695261 -0.889584 -3.868037
C 4.614503 -1.960438 3.628771
C -1.585987 3.685968 0.595602
C 2.509093 2.621805 -1.405888
C 4.318381 -0.609255 -1.892941
C -3.668461 -3.115907 1.745962
H 2.480911 -1.862127 -1.892878
H 3.100744 2.498843 0.674250
H -2.417201 0.089093 -3.740858
H 1.630321 3.423273 0.484346
H -3.356045 -4.180856 1.856398
H -4.394710 0.701375 1.819716
H 3.169123 4.205901 0.078234
H 0.176373 -2.779118 -2.255145
H 4.473504 -1.073589 -0.891042
H 3.520288 2.160391 -1.694781
H 4.519871 0.505321 -1.860437
H -0.938435 0.810380 -4.552435
H 5.723067 -1.960277 3.832529
H 4.182144 -3.528015 5.142455
H 1.876458 -3.882030 4.322803
H -2.896616 -4.856599 -0.301468
H -5.419878 -0.832922 3.421942
H -1.469322 2.073801 -1.925225
H 0.762499 3.435951 -2.217310
H -1.941672 4.025270 -3.547497
H 1.653582 -1.025896 -4.111138
H 5.052205 -1.038518 -2.578539
H -0.812783 0.082237 -2.942519
H 4.725072 -0.343693 2.148229
H 2.105905 4.473478 -2.439791
H -3.478517 3.324618 -3.261137
H 1.977818 2.952335 -3.393081
H -5.246952 -3.301788 3.286058
H 3.037360 0.070670 -4.303296
H -0.885970 -5.282119 -1.850559
H 3.280548 -1.783425 -4.268728
H -2.649550 2.782029 -4.750523

Forces on the atoms, in the same order (eV/Å):
0.4 0.7 0.1
1.2 1.7 0.1
-0.5 1.0 -0.5
0.1 -0.7 0.2
-1.1 -0.2 1.0
1.2 0.1 -0.8
-0.9 -0.2 -1.0
-0.3 0.0 -1.0
-0.1 -0.6 0.0
-1.2 -1.4 2.1
-0.8 -1.7 -0.2
2.1 0.3 -1.2
0.4 -0.6 -0.9
0.4 0.3 -0.2
0.7 -0.5 1.9
-0.4 -1.1 0.1
-0.8 -1.6 0.7
0.1 0.9 2.9
-0.3 0.9 0.4
-0.3 -1.0 -0.5
-2.0 -2.1 0.5
0.0 1.1 0.0
0.5 -0.7 0.7
0.6 0.2 -0.3
1.6 0.9 0.4
0.2 1.0 -2.2
0.0 1.6 0.4
1.3 -0.4 0.1
-0.1 0.7 0.2
-0.9 1.3 -0.1
-1.4 -1.9 0.7
-0.4 0.6 0.6
1.9 0.6 -0.5
0.6 -0.2 -1.1
-0.4 2.2 1.1
0.1 -0.4 0.8
1.4 0.5 -0.9
-0.5 0.2 0.6
1.5 -0.3 0.5
-0.8 0.5 1.7
-0.8 1.3 -1.4
0.7 -0.9 -0.7
0.7 -0.2 -0.2
2.0 -1.3 -1.6
1.7 -1.8 1.5
-0.4 0.1 0.2
-0.6 -1.8 1.1
0.5 0.5 -0.8
-0.3 0.8 -0.4
-0.4 -0.5 -0.3
-0.6 0.0 -0.2
-0.3 0.9 -0.5
-0.1 -0.6 -0.1
-0.6 -1.2 -0.6
0.4 0.3 -0.4
0.0 0.6 -0.7
-1.2 1.3 0.2
-0.1 -1.4 0.1
-0.9 -0.4 0.5
-1.4 0.4 -0.1
-0.1 0.9 -0.7
0.8 0.9 -0.1
-0.1 -0.4 0.1
-0.5 0.4 0.4
-0.1 0.3 -0.3
-0.2 -0.1 -0.1
0.2 0.2 -0.4
-0.4 -0.1 -0.4
0.0 0.0 0.0
-0.6 0.0 -0.3
-1.2 -1.4 0.3
0.4 -0.5 -0.1
0.2 -0.4 0.0
0.0 0.0 -1.0
0.9 0.6 -0.5
0.0 -0.7 0.1
-0.4 0.5 0.1
-0.7 1.3 0.0
0.4 0.8 1.0